Entry from the Open Molecules 2025 dataset: a cluster of 2 separate species, C18H25N3O4 in total (ωB97M-V/def2-TZVPD).

Computed properties:
Spin multiplicity = 1
E = -31732.0771 eV
HOMO level = -8.068 eV
Relative energy (zero: lowest compared OMol25 entry of this formula, charge and spin) = 2.311 eV

Cartesian coordinates (Å):
1 C 1.92 -3.51 -1.64
2 N 1.24 -3.07 -0.42
3 C 1.70 -3.26 0.82
4 O 2.79 -3.79 1.06
5 C 0.82 -2.75 1.98
6 C 1.47 -1.54 2.66
7 C 1.61 -0.32 1.80
8 C 2.63 -0.07 0.95
9 N 2.41 1.14 0.31
10 C 1.24 1.73 0.73
11 C 0.61 2.94 0.40
12 C -0.61 3.27 1.02
13 C -1.17 2.38 1.96
14 C -0.53 1.18 2.28
15 C 0.70 0.82 1.68
16 N 0.60 -3.81 2.96
17 C -0.25 -4.82 2.74
18 C -0.25 -5.94 3.76
19 O -1.00 -4.87 1.77
20 H 1.56 -4.50 -1.92
21 H 3.00 -3.56 -1.47
22 H 1.72 -2.80 -2.45
23 H 0.33 -2.64 -0.52
24 H -0.14 -2.43 1.57
25 H 0.87 -1.27 3.53
26 H 2.46 -1.82 3.03
27 H 3.47 -0.73 0.79
28 H 3.06 1.53 -0.36
29 H 1.07 3.62 -0.31
30 H -1.11 4.19 0.77
31 H -2.11 2.64 2.43
32 H -0.97 0.51 3.01
33 H 1.22 -3.87 3.74
34 H -0.95 -6.71 3.44
35 H -0.55 -5.55 4.73
36 H 0.75 -6.36 3.82
37 C -3.11 4.79 -3.38
38 C -3.34 3.59 -4.31
39 O -2.12 2.98 -4.79
40 C -0.92 3.43 -4.14
41 C -1.11 3.61 -2.63
42 O -2.24 4.44 -2.28
43 H -2.67 5.61 -3.94
44 H -4.07 5.13 -2.98
45 H -3.94 3.91 -5.16
46 H -3.92 2.83 -3.77
47 H -0.60 4.38 -4.59
48 H -0.12 2.70 -4.32
49 H -0.21 4.05 -2.21
50 H -1.25 2.62 -2.17

---

Entry from the Open Molecules 2025 dataset: a cluster of 15 separate species, C51H111N9O15 in total (ωB97M-V/def2-TZVPD).

Computed properties:
Spin multiplicity = 1
E = -98809.9457 eV
HOMO level = -8.553 eV

Cartesian coordinates (Å):
1 C 3.49 -4.34 -2.76
2 C 3.48 -4.69 -4.27
3 C 4.35 -3.51 -4.72
4 O 3.65 -2.38 -4.04
5 C 3.06 -2.89 -2.78
6 H 4.45 -4.59 -2.30
7 H 2.71 -4.91 -2.26
8 H 2.48 -4.71 -4.70
9 H 3.97 -5.66 -4.36
10 H 4.45 -3.45 -5.81
11 H 5.38 -3.63 -4.40
12 H 1.97 -2.90 -2.80
13 H 3.39 -2.26 -1.96
14 C -2.10 -5.59 -2.41
15 C -2.55 -4.24 -1.87
16 C -1.27 -3.43 -1.83
17 O -0.18 -4.31 -1.97
18 C -0.68 -5.33 -2.86
19 H -2.78 -5.95 -3.18
20 H -2.09 -6.37 -1.65
21 H -3.01 -4.24 -0.88
22 H -3.27 -3.69 -2.48
23 H -1.16 -2.75 -0.99
24 H -1.00 -2.74 -2.64
25 H -0.12 -6.27 -2.87
26 H -0.65 -4.94 -3.87
27 C 1.13 -2.94 3.59
28 C 1.19 -3.78 2.35
29 C -0.24 -4.28 2.10
30 O -0.96 -4.14 3.35
31 C -0.41 -2.95 3.85
32 H 1.55 -1.95 3.43
33 H 1.62 -3.37 4.46
34 H 1.93 -4.58 2.36
35 H 1.51 -3.15 1.53
36 H -0.26 -5.33 1.80
37 H -0.75 -3.74 1.30
38 H -0.54 -2.98 4.93
39 H -1.00 -2.13 3.44
40 C -5.60 2.15 1.24
41 C -4.43 2.04 2.18
42 C -5.09 1.80 3.55
43 O -6.35 2.42 3.39
44 C -6.60 2.92 2.07
45 H -6.00 1.15 1.05
46 H -5.38 2.60 0.27
47 H -3.84 2.96 2.10
48 H -3.90 1.13 1.91
49 H -4.47 2.23 4.33
50 H -5.17 0.73 3.70
51 H -6.30 3.96 2.14
52 H -7.61 2.79 1.67
53 C -4.40 -1.93 1.26
54 C -4.23 -2.04 2.81
55 C -5.61 -2.24 3.29
56 O -6.44 -2.15 2.14
57 C -5.73 -2.58 0.99
58 H -3.51 -2.25 0.73
59 H -4.50 -0.87 1.03
60 H -3.73 -1.18 3.23
61 H -3.61 -2.88 3.13
62 H -6.03 -1.56 4.03
63 H -5.80 -3.21 3.76
64 H -6.15 -2.26 0.04
65 H -5.74 -3.66 0.88
66 C -0.86 0.72 0.95
67 C -0.02 -0.55 0.93
68 C 0.78 -0.51 -0.41
69 O -0.01 0.36 -1.22
70 C -0.47 1.41 -0.34
71 H -0.66 1.35 1.82
72 H -1.92 0.48 0.90
73 H -0.67 -1.42 1.02
74 H 0.65 -0.57 1.79
75 H 1.00 -1.51 -0.78
76 H 1.74 0.00 -0.38
77 H -1.35 1.80 -0.84
78 H 0.26 2.22 -0.37
79 C -2.92 -0.44 6.16
80 C -1.42 -0.41 6.11
81 O -0.75 -1.15 6.80
82 N -0.98 0.42 5.22
83 C 0.46 0.63 4.92
84 H -3.26 -0.96 7.06
85 H -3.28 -1.12 5.39
86 H -3.34 0.56 6.05
87 H -1.57 1.06 4.70
88 H 0.89 -0.04 4.18
89 H 1.07 0.66 5.83
90 H 0.55 1.61 4.47
91 C -3.78 0.45 -1.88
92 C -4.86 -0.31 -2.66
93 O -5.40 -1.30 -2.10
94 N -5.17 0.20 -3.84
95 C -6.04 -0.54 -4.72
96 H -2.73 0.27 -2.11
97 H -3.96 0.32 -0.81
98 H -3.98 1.51 -2.02
99 H -4.55 0.87 -4.26
100 H -6.85 0.16 -4.93
101 H -6.42 -1.48 -4.32
102 H -5.65 -0.88 -5.68
103 C -4.39 4.37 -2.82
104 C -2.93 4.21 -2.48
105 O -2.49 4.76 -1.47
106 N -2.13 3.65 -3.40
107 C -0.67 3.43 -3.23
108 H -4.61 4.02 -3.83
109 H -4.72 5.40 -2.89
110 H -4.98 3.83 -2.09
111 H -2.65 3.27 -4.18
112 H -0.49 2.39 -3.48
113 H -0.27 3.53 -2.23
114 H -0.14 4.08 -3.93
115 C 5.48 -1.37 5.84
116 C 5.45 -2.01 4.43
117 O 6.10 -3.03 4.21
118 N 4.58 -1.52 3.55
119 C 3.66 -0.37 3.69
120 H 5.43 -2.13 6.63
121 H 4.60 -0.75 5.98
122 H 6.34 -0.71 5.96
123 H 4.66 -2.01 2.67
124 H 3.12 -0.15 2.77
125 H 4.32 0.50 3.72
126 H 3.04 -0.40 4.58
127 C 0.57 6.73 -0.95
128 C 0.34 6.31 0.48
129 O 1.07 6.74 1.38
130 N -0.69 5.48 0.65
131 C -1.03 4.88 1.93
132 H -0.13 6.27 -1.64
133 H 1.59 6.51 -1.27
134 H 0.47 7.81 -1.13
135 H -1.29 5.28 -0.13
136 H -0.19 4.92 2.62
137 H -1.29 3.83 1.80
138 H -1.92 5.29 2.41
139 C 2.34 3.16 1.70
140 C 2.83 3.41 3.14
141 O 2.71 2.50 3.97
142 N 3.42 4.57 3.46
143 C 3.93 4.83 4.81
144 H 1.61 3.91 1.39
145 H 1.82 2.21 1.66
146 H 3.18 3.07 1.00
147 H 3.50 5.29 2.75
148 H 4.12 3.93 5.40
149 H 3.28 5.50 5.38
150 H 4.82 5.45 4.80
151 C 4.97 0.56 0.45
152 C 5.28 -0.90 0.11
153 O 4.83 -1.81 0.79
154 N 6.16 -1.05 -0.85
155 C 6.79 -2.24 -1.45
156 H 5.20 1.28 -0.34
157 H 5.66 0.84 1.25
158 H 3.93 0.69 0.74
159 H 6.50 -0.18 -1.23
160 H 6.30 -3.17 -1.18
161 H 7.83 -2.32 -1.14
162 H 6.74 -2.20 -2.54
163 C 1.21 -3.34 -6.95
164 C 0.50 -2.12 -6.38
165 O -0.58 -1.73 -6.81
166 N 1.08 -1.54 -5.29
167 C 0.49 -0.43 -4.54
168 H 1.39 -3.05 -7.99
169 H 0.83 -4.37 -6.93
170 H 2.20 -3.51 -6.54
171 H 1.94 -1.91 -4.91
172 H -0.56 -0.34 -4.81
173 H 1.10 0.45 -4.74
174 H 0.49 -0.66 -3.48
175 C 3.70 0.94 -2.81
176 C 3.23 2.38 -2.57
177 O 2.85 2.74 -1.46
178 N 3.25 3.19 -3.63
179 C 2.85 4.64 -3.63
180 H 3.06 0.23 -2.28
181 H 4.74 0.69 -2.60
182 H 3.70 0.70 -3.88
183 H 3.43 2.78 -4.53
184 H 2.50 5.03 -2.67
185 H 2.17 4.90 -4.44
186 H 3.83 5.10 -3.73

---

Entry from the Open Molecules 2025 dataset: a cluster of 13 separate species, C62H148N8O13 in total (ωB97M-V/def2-TZVPD).

Computed properties:
Spin multiplicity = 2
⟨S²⟩ = 0.75
E = -105208.4687 eV
HOMO level (spin up / spin down) = -9.137 / -9.137 eV
Relative energy (zero: lowest compared OMol25 entry of this formula, charge and spin) = 3.800 eV
Net charge = +1

Cartesian coordinates (Å):
1 C 7.73 3.95 1.43
2 C 7.04 5.27 2.11
3 C 6.77 6.46 1.18
4 C 5.74 5.94 0.10
5 C 4.40 5.77 0.81
6 C 4.49 4.71 2.02
7 N 5.73 4.93 2.85
8 O 5.92 4.03 3.93
9 C 3.30 4.86 2.93
10 C 4.41 3.27 1.40
11 C 8.14 5.80 3.10
12 H 8.25 3.29 2.13
13 H 8.43 4.13 0.62
14 H 6.98 3.32 0.95
15 H 6.22 7.12 1.84
16 H 7.75 6.77 0.83
17 H 6.05 4.97 -0.29
18 H 5.46 6.67 -0.66
19 H 3.78 5.48 -0.05
20 H 3.97 6.70 1.18
21 H 3.16 5.90 3.22
22 H 2.35 4.51 2.52
23 H 3.42 4.26 3.84
24 H 4.85 2.51 2.05
25 H 3.45 2.80 1.19
26 H 5.01 3.15 0.49
27 H 9.11 5.67 2.62
28 H 8.18 5.27 4.05
29 H 8.12 6.84 3.41
30 H 5.96 4.55 4.74
31 C -5.50 -0.57 0.36
32 C -6.67 0.36 0.58
33 C -7.61 0.13 -0.61
34 C -8.93 0.90 -0.66
35 C -9.75 0.63 0.58
36 C -8.86 0.77 1.83
37 N -7.48 0.11 1.77
38 O -6.73 0.53 2.89
39 C -8.70 2.31 2.29
40 C -9.66 0.16 3.01
41 C -6.11 1.81 0.43
42 H -4.85 -0.54 1.23
43 H -4.97 -0.35 -0.57
44 H -5.88 -1.59 0.40
45 H -7.15 0.14 -1.59
46 H -8.12 -0.82 -0.45
47 H -9.60 0.63 -1.48
48 H -8.78 1.96 -0.89
49 H -10.23 -0.35 0.52
50 H -10.58 1.34 0.55
51 H -8.42 2.50 3.32
52 H -8.04 2.89 1.65
53 H -9.71 2.72 2.35
54 H -9.76 -0.89 2.73
55 H -9.24 0.37 3.99
56 H -10.72 0.38 2.92
57 H -6.81 2.46 -0.10
58 H -5.35 1.81 -0.34
59 H -5.57 2.20 1.29
60 H -6.39 -0.35 3.06
61 C -3.72 3.64 6.32
62 C -3.86 2.11 6.13
63 C -3.30 1.74 4.74
64 C -2.96 0.29 4.61
65 C -1.90 -0.11 5.73
66 C -2.42 0.19 7.20
67 N -2.88 1.55 7.22
68 O -3.21 2.02 8.53
69 C -3.52 -0.86 7.50
70 C -1.18 0.05 8.08
71 C -5.34 1.70 6.35
72 H -2.64 3.81 6.29
73 H -4.03 4.08 7.27
74 H -4.25 4.19 5.54
75 H -4.03 1.99 3.97
76 H -2.37 2.31 4.62
77 H -2.58 0.06 3.61
78 H -3.76 -0.43 4.79
79 H -1.03 0.52 5.57
80 H -1.43 -1.10 5.63
81 H -4.29 -0.94 6.73
82 H -3.33 -1.86 7.89
83 H -3.99 -0.38 8.36
84 H -0.45 -0.65 7.68
85 H -0.60 0.97 7.96
86 H -1.29 -0.21 9.13
87 H -5.71 0.77 5.92
88 H -5.98 2.49 5.97
89 H -5.44 1.68 7.44
90 H -2.34 2.29 8.85
91 C -0.76 -1.53 -4.93
92 C -0.39 -1.74 -6.44
93 C 0.09 -3.18 -6.67
94 C -1.07 -4.18 -6.64
95 C -1.96 -3.89 -7.89
96 C -2.60 -2.43 -7.88
97 N -1.63 -1.48 -7.33
98 O -1.94 -0.16 -7.49
99 C -2.94 -2.11 -9.36
100 C -3.88 -2.49 -7.08
101 C 0.73 -0.71 -6.86
102 H 0.10 -1.52 -4.27
103 H -1.59 -2.10 -4.51
104 H -0.98 -0.47 -5.04
105 H 0.62 -3.31 -7.61
106 H 0.84 -3.40 -5.90
107 H -1.62 -4.15 -5.70
108 H -0.64 -5.18 -6.65
109 H -2.70 -4.68 -7.81
110 H -1.39 -4.20 -8.77
111 H -3.48 -1.17 -9.39
112 H -2.03 -2.05 -9.96
113 H -3.63 -2.80 -9.84
114 H -3.80 -2.09 -6.07
115 H -4.65 -1.92 -7.62
116 H -4.28 -3.50 -6.98
117 H 0.92 -0.78 -7.93
118 H 1.64 -1.02 -6.34
119 H 0.54 0.32 -6.57
120 H -2.55 -0.10 -6.75
121 C 1.83 -8.47 -2.73
122 C 3.16 -8.16 -1.94
123 C 4.43 -8.78 -2.62
124 C 4.79 -8.17 -3.96
125 C 4.97 -6.62 -3.82
126 C 3.72 -6.01 -3.14
127 N 3.40 -6.73 -1.87
128 O 4.15 -6.37 -0.84
129 C 4.01 -4.50 -2.82
130 C 2.57 -5.95 -4.19
131 C 3.07 -8.89 -0.54
132 H 0.95 -7.98 -2.32
133 H 1.62 -9.54 -2.71
134 H 1.87 -8.40 -3.82
135 H 5.25 -8.80 -1.91
136 H 4.19 -9.81 -2.89
137 H 4.14 -8.43 -4.80
138 H 5.80 -8.47 -4.22
139 H 5.12 -6.33 -4.86
140 H 5.86 -6.35 -3.26
141 H 3.04 -4.12 -2.51
142 H 4.73 -4.42 -2.00
143 H 4.27 -3.84 -3.65
144 H 2.61 -6.80 -4.87
145 H 1.56 -5.80 -3.82
146 H 2.77 -5.15 -4.90
147 H 3.98 -8.72 0.04
148 H 3.10 -9.98 -0.57
149 H 2.21 -8.52 0.01
150 H 4.78 -7.10 -0.93
151 C 1.32 -1.59 3.32
152 O 1.15 -1.45 4.68
153 H 0.81 -0.81 2.75
154 H 2.35 -1.50 2.98
155 H 0.80 -2.51 3.04
156 H 1.50 -0.55 4.67
157 C -2.32 4.72 2.58
158 O -1.42 5.76 2.99
159 H -1.92 3.86 2.04
160 H -2.89 4.30 3.41
161 H -3.07 5.06 1.86
162 H -1.24 6.32 2.23
163 C 3.57 0.84 4.56
164 O 2.16 0.99 4.59
165 H 3.81 -0.07 4.01
166 H 4.04 1.72 4.13
167 H 4.00 0.54 5.51
168 H 2.04 1.89 4.90
169 C -2.78 -3.21 -1.37
170 O -4.11 -3.65 -1.54
171 H -2.71 -2.22 -0.94
172 H -2.27 -3.82 -0.61
173 H -2.25 -3.19 -2.32
174 H -4.05 -4.60 -1.64
175 C -3.48 4.89 -1.03
176 O -4.22 5.58 -2.10
177 H -3.09 5.59 -0.29
178 H -3.94 4.02 -0.57
179 H -2.69 4.39 -1.60
180 H -3.69 6.33 -2.37
181 C 2.79 3.18 -2.53
182 C 2.15 3.95 -3.62
183 C 0.61 3.96 -3.75
184 O 0.12 2.74 -3.15
185 C -1.20 2.50 -3.49
186 N 2.70 5.28 -3.63
187 H 2.33 2.19 -2.48
188 H 2.64 3.69 -1.57
189 H 3.86 3.04 -2.68
190 H 2.49 3.26 -4.39
191 H 0.55 3.93 -4.83
192 H 0.03 4.81 -3.40
193 H -1.84 3.38 -3.43
194 H -1.61 1.73 -2.84
195 H -1.41 2.10 -4.48
196 H 3.71 5.22 -3.67
197 H 2.41 5.83 -4.43
198 C -1.92 1.22 0.07
199 C -0.65 0.82 0.95
200 C 0.60 0.71 0.05
201 O 0.53 -0.48 -0.81
202 C 1.79 -0.83 -1.37
203 N -0.31 1.80 1.93
204 H -2.16 0.45 -0.66
205 H -1.81 2.15 -0.49
206 H -2.84 1.39 0.63
207 H -0.80 -0.15 1.43
208 H 1.46 0.63 0.71
209 H 0.69 1.64 -0.53
210 H 2.19 0.13 -1.71
211 H 1.78 -1.54 -2.20
212 H 2.41 -1.22 -0.57
213 H -0.91 1.94 2.73
214 H 0.65 1.74 2.23
215 C 6.10 -1.47 -1.05
216 C 5.66 -0.89 0.35
217 C 5.67 -2.08 1.33
218 O 5.31 -1.57 2.60
219 C 5.03 -2.62 3.50
220 N 6.54 0.19 0.79
221 H 6.21 -0.68 -1.80
222 H 5.32 -2.20 -1.27
223 H 7.04 -1.98 -0.85
224 H 4.64 -0.56 0.14
225 H 6.64 -2.56 1.40
226 H 4.91 -2.69 0.83
227 H 4.00 -2.98 3.38
228 H 4.94 -2.05 4.42
229 H 5.83 -3.34 3.66
230 H 6.33 1.11 0.43
231 H 6.30 0.35 1.76

---

Which of these has the highest E?
C18H25N3O4

---

Which formula does entry 2 have?
C51H111N9O15

---

Which value of spin multiplicity does entry 1 give?
1

---

What is the formula in the third record?
C62H148N8O13